117
Properties=species:S:1:pos:R:3 method="wB97M-V/def2-TZVPD" max_force_ev_per_a=4.1 total_energy_ha=-4007.1993 multiplicity=1 e_above_lowest_kcal_mol=88.52
Sn -10.82796 -8.67816 -18.81591
C -13.64505 -8.79443 -22.18376
C -12.72385 -9.95377 -22.01285
N -11.36794 -9.60090 -21.59798
C -10.62352 -8.75257 -22.60486
C -11.04751 -7.27152 -22.61656
C -10.56992 -10.84413 -21.31115
C -11.06840 -11.65691 -20.11396
N -11.38385 -10.86557 -18.97405
C -11.69731 -11.53473 -17.81724
C -12.53741 -10.92934 -16.88221
F -12.58290 -9.55299 -16.87158
C -13.20623 -11.62355 -15.89835
F -14.13508 -11.08977 -15.08011
C -12.88090 -12.95517 -15.65191
C -11.88316 -13.50734 -16.43385
F -11.38668 -14.73084 -16.21202
C -11.23984 -12.80233 -17.44453
F -10.13088 -13.34817 -17.98647
H -14.67747 -9.13122 -22.04306
H -13.55830 -8.43615 -23.19779
H -13.41802 -7.92942 -21.52434
H -12.60354 -10.38603 -23.01920
H -13.15716 -10.67583 -21.31220
H -10.79913 -9.20381 -23.59243
H -9.55104 -8.76437 -22.47434
H -10.17894 -6.71171 -23.01914
H -11.33450 -6.92225 -21.66695
H -11.90988 -7.17010 -23.23211
H -9.52427 -10.56995 -21.22763
H -10.68788 -11.50328 -22.21266
H -10.30218 -12.43194 -19.86217
H -11.97430 -12.21896 -20.41283
H -13.27606 -13.47344 -14.77860
C -5.97106 -11.27193 -21.62151
P -6.62328 -9.62893 -21.17775
C -5.04087 -8.65179 -20.74934
N -4.32975 -8.59218 -19.55762
C -3.27011 -7.71834 -19.71458
C -2.40856 -7.54547 -18.58432
C -1.39196 -6.61369 -18.55250
C -1.05980 -5.95308 -19.71910
C -1.83372 -6.12295 -20.83503
C -2.90589 -6.98032 -20.89670
N -3.60038 -7.16091 -22.07671
C -4.68129 -7.94823 -21.91544
P -5.92573 -8.43869 -23.07584
C -7.04430 -7.01695 -23.34408
C -4.99823 -8.96590 -24.61082
C -6.02949 -9.22218 -25.69069
C -4.10685 -10.13772 -24.48275
C -4.07828 -7.73603 -24.99601
C -8.07903 -9.51089 -17.01959
C -6.54689 -9.69993 -17.12780
C -7.72656 -6.99738 -17.06864
C -8.73180 -10.64763 -16.26643
H -5.33844 -11.61818 -20.84275
H -5.45140 -11.36416 -22.55098
H -6.89621 -11.94286 -21.67300
H -2.65119 -8.06533 -17.65194
H -0.86035 -6.37407 -17.65247
H -0.22491 -5.22284 -19.76699
H -1.56166 -5.65566 -21.78129
H -6.54091 -6.00965 -23.17765
H -7.81472 -7.15720 -22.58363
H -7.53958 -7.06647 -24.29987
H -6.69689 -10.05470 -25.42031
H -5.59436 -9.32019 -26.64456
H -6.66377 -8.34995 -25.87521
H -4.57044 -11.14372 -24.67320
H -3.61386 -10.14236 -23.50805
H -3.32321 -10.14904 -25.30308
H -4.51253 -6.76757 -24.84890
H -3.76274 -7.78554 -26.07980
H -3.14923 -7.80399 -24.42779
H -6.08509 -8.88027 -17.69004
H -6.38832 -10.57694 -17.74859
H -6.02407 -9.87338 -16.12042
H -6.74048 -6.92261 -16.67275
H -8.25606 -6.01625 -16.85424
H -7.69684 -7.08802 -18.15150
H -8.41555 -11.52470 -16.81136
H -9.84509 -10.55051 -16.38241
H -8.39164 -10.63951 -15.22953
C -8.30204 -4.00716 -20.32253
C -8.74060 -5.37363 -20.30135
N -9.05528 -6.49299 -20.30663
H -8.69996 -3.47740 -21.21520
H -7.19498 -3.91009 -20.37424
H -8.57683 -3.39617 -19.45512
I -11.73127 -5.45321 -13.86413
C -10.36168 -6.70929 -14.79977
C -9.28364 -7.31435 -14.12608
C -8.38809 -8.06409 -14.90826
C -8.48163 -8.11099 -16.40618
N -9.92122 -7.98245 -16.79708
C -10.60607 -7.05262 -16.13512
H -9.22507 -7.14334 -13.03727
H -7.63729 -8.71418 -14.40062
H -8.45970 -9.61399 -18.06056
H -11.39258 -6.53292 -16.69232
F -20.18509 -6.07570 -19.60659
C -19.15273 -5.18656 -19.44948
F -19.36099 -4.71363 -18.10607
F -19.30076 -4.03403 -20.28207
C -17.78959 -5.78718 -19.62425
C -16.73300 -4.95338 -20.14093
C -15.41619 -5.27390 -19.84572
C -15.15293 -6.58747 -19.22111
C -16.19188 -7.31928 -18.68024
C -17.50324 -7.00116 -18.90421
C -13.76127 -7.00036 -19.08895
C -12.66922 -7.51703 -18.93596
H -17.01760 -4.02195 -20.64826
H -14.55540 -4.64758 -20.03276
H -15.94846 -8.23399 -18.09142
H -18.28577 -7.64690 -18.44678

***

4
Properties=species:S:1:pos:R:3 method="wB97M-V/def2-TZVPD" max_force_ev_per_a=1.7 total_energy_ha=-1033.2512 multiplicity=3 e_above_lowest_kcal_mol=47.60
O 0.67975 -0.15633 -2.14043
F -0.67887 1.22096 1.55308
S -0.71524 -0.37848 1.25687
Cl 0.71436 -0.68615 -0.66953

***

16
Properties=species:S:1:pos:R:3 method="wB97M-V/def2-TZVPD" max_force_ev_per_a=1.5 total_energy_ha=-159.1556 multiplicity=2 total_charge=+1 e_above_lowest_kcal_mol=8.92
C 1.66401 -0.34790 -1.66368
C 1.86735 -0.48880 -0.18041
H 2.57089 -0.09557 -2.22751
H 1.33968 -1.32397 -2.04401
H 0.93655 0.42745 -1.91053
H 2.74610 -1.14598 -0.03952
H 1.05697 -1.12137 0.31374
H 1.84722 0.48020 0.31839
C -1.31973 0.85075 0.51090
C -2.18503 0.00154 1.33806
H -1.78479 1.16669 -0.42600
H -1.02783 1.77714 1.03962
H -0.29432 0.40823 0.34258
H -1.81151 -0.14474 2.34348
H -2.43338 -0.93312 0.82481
H -3.17218 0.48944 1.46009

***

24
Properties=species:S:1:pos:R:3 method="wB97M-V/def2-TZVPD" max_force_ev_per_a=11.5 total_energy_ha=-646.6965 multiplicity=1 e_above_lowest_kcal_mol=254.43
C -0.65541 -2.45134 0.54721
C -1.78053 -1.64373 0.02668
C -1.48408 -0.43971 -0.46435
C 0.88524 -0.63438 -0.40435
C -0.74732 1.30873 0.96026
C 0.52728 0.70507 0.83145
C 1.49602 1.32818 0.05167
C 1.15963 2.47535 -0.67654
C -0.12927 3.01552 -0.59818
C -1.08969 2.48202 0.27127
H 1.35064 -2.46046 0.32045
H -2.79298 -2.33515 -0.17625
H -2.17404 0.14393 -1.18184
H -0.14439 0.85038 -1.30559
H -1.49002 0.63413 1.41337
H 0.69838 -0.30967 1.36114
H 2.45329 0.81651 0.04335
H 1.75496 3.01862 -1.34801
H -0.36884 3.87420 -1.16964
H -2.07428 2.85795 0.37505
N 0.60062 -1.76361 0.30022
N -0.17630 0.15927 -0.52528
O -0.68066 -3.57104 0.99664
O 2.02139 -0.52076 -1.00007

***

27
Properties=species:S:1:pos:R:3 method="wB97M-V/def2-TZVPD" max_force_ev_per_a=3.1 total_energy_ha=-900.8781 multiplicity=1 e_above_lowest_kcal_mol=47.78
C 3.75783 0.88089 0.46071
C 3.89338 -0.39346 0.02288
C 2.46963 1.36935 0.49476
C 2.84287 -1.20299 -0.33941
C 1.30966 0.60614 0.22706
C 1.57657 -0.69001 -0.18887
C -1.08749 -0.64549 0.23543
C -0.92566 -1.04558 1.68257
C -3.23507 0.63242 0.21503
C -1.83429 0.52610 -1.89831
C -2.25208 -0.21305 -0.61578
O 0.10219 1.06671 0.29790
S 0.07562 -1.57136 -0.76270
H 4.67257 1.37328 0.77323
H 4.92580 -0.73760 -0.09634
H 2.23158 2.41185 0.71086
H 2.91496 -2.16866 -0.82234
H -1.66100 -1.94256 1.84022
H -1.28789 -0.24165 2.41942
H 0.16700 -1.24239 1.70652
H -2.74203 1.23409 0.93255
H -3.93324 0.03872 0.71483
H -3.89750 1.19400 -0.51910
H -1.25931 1.42874 -1.53691
H -2.80008 0.77807 -2.37287
H -1.28947 -0.22834 -2.63048
H -2.73455 -1.21726 -0.95084

***

70
Properties=species:S:1:pos:R:3 method="wB97M-V/def2-TZVPD" max_force_ev_per_a=2.6 total_energy_ha=-1499.6260 multiplicity=1 smiles=OCCO.OCCO.OCCO.OCCO.CO.CO.CO.CO.CO e_above_lowest_kcal_mol=20.98
C 1.96040 3.96641 -1.42724
C 0.88054 3.55557 -2.35583
O 0.86044 2.14801 -2.58138
O 1.53357 3.77374 -0.12007
H 2.06327 5.05149 -1.41695
H 2.90205 3.43122 -1.54961
H 1.19252 3.91638 -3.33593
H -0.07277 3.97091 -2.02903
H 0.96348 1.82725 -1.68244
H 2.28211 3.73883 0.47999
C -2.27201 -3.61912 -0.19592
C -2.81213 -2.46072 0.66758
O -3.04523 -2.88736 1.98157
O -0.90298 -3.95940 -0.13130
H -2.48412 -3.58462 -1.26452
H -2.81984 -4.48680 0.17167
H -3.73075 -2.07026 0.22967
H -2.04085 -1.69066 0.68297
H -3.85256 -3.40449 2.03043
H -0.84520 -4.86743 -0.43747
C -1.02894 -0.75888 3.81435
C 0.13226 0.04579 4.46841
O 0.86154 0.70649 3.48695
O -0.58441 -2.00614 3.20644
H -1.54530 -0.17229 3.05449
H -1.78561 -1.03435 4.54897
H 0.76956 -0.68491 4.96644
H -0.25533 0.79945 5.15389
H 0.34919 1.43783 3.13446
H -1.32667 -2.32749 2.68935
C 0.48742 -2.55595 -3.86094
C -0.99524 -2.98738 -3.57781
O -1.85367 -1.88941 -3.29432
O 0.62967 -1.86093 -5.08081
H 1.13424 -3.41287 -4.04911
H 0.79894 -2.06864 -2.93704
H -1.08751 -3.70467 -2.76228
H -1.51682 -3.36395 -4.45772
H -2.72438 -2.26746 -3.15101
H 0.70133 -0.93017 -4.85684
C 2.33645 -2.47665 1.99066
O 1.86601 -1.19284 1.69565
H 2.60691 -2.49413 3.04643
H 1.65224 -3.30598 1.81128
H 3.24896 -2.72492 1.44864
H 1.35094 -0.82489 2.41740
C 4.39947 -0.06898 -0.82762
O 5.54810 -0.18199 -1.61222
H 3.52438 -0.14757 -1.47272
H 4.40521 -0.93392 -0.16434
H 4.32895 0.81734 -0.19709
H 5.35532 0.49660 -2.26334
C -0.21474 0.00816 -0.45498
O 0.97612 0.71471 -0.17600
H -0.41068 -0.01303 -1.52702
H 0.00342 -1.00571 -0.11946
H -1.11725 0.37039 0.03732
H 1.37566 0.30416 0.59433
C -2.74886 2.50863 -0.88442
O -3.79612 3.34810 -1.27746
H -2.89777 1.86286 -0.01902
H -2.51464 1.88630 -1.74811
H -1.83526 3.07477 -0.70299
H -4.13221 3.75953 -0.47785
C -0.84731 4.06117 2.30617
O -0.29035 2.78807 2.05678
H -1.84384 4.28095 1.92313
H -0.91308 4.23301 3.38053
H -0.22297 4.84965 1.88593
H -0.11343 2.69333 1.11800